[1]
Formula: C7H24O6
Source: the OMol25 dataset
Level of theory: ωB97M-V/def2-TZVPD

Element x y z (Å)
1 C 0.9097 -2.4136 -1.3021
2 C 0.0629 -1.8552 -0.4184
3 C 0.0584 -0.5165 0.1796
4 C -0.6228 -0.1126 1.2509
5 C 0.8831 0.5041 -0.5862
6 C 1.7467 1.5703 0.1748
7 C 1.9621 1.2462 1.6934
8 H 1.5956 -1.9567 -1.9957
9 H 0.7127 -3.4729 -1.4717
10 H -0.7656 -2.4596 -0.0585
11 H -0.6272 0.9442 1.4726
12 H -1.2676 -0.7532 1.8296
13 H 1.5518 0.0729 -1.3447
14 H 0.2363 1.1672 -1.1303
15 H 1.4706 2.6288 0.0945
16 H 2.7942 1.5493 -0.1611
17 H 2.7571 1.9429 2.0170
18 H 2.2532 0.1930 1.7333
19 H 1.0910 1.5206 2.2927
20 O -3.0174 -2.6972 1.6136
21 H -2.2708 -2.0950 1.5293
22 H -3.7067 -2.3465 1.0376
23 O -2.9006 3.0956 -2.1924
24 H -2.9836 3.1303 -1.2174
25 H -2.0454 3.5614 -2.1486
26 O 0.6728 -4.3505 0.8799
27 H 1.2727 -3.9654 0.2327
28 H 0.6247 -3.7476 1.6169
29 O 4.1448 -0.0045 -1.2163
30 H 4.8923 0.4890 -1.5699
31 H 3.4193 0.6301 -1.1630
32 O -3.5913 -0.5070 -2.3736
33 H -2.9362 0.0210 -2.8623
34 H -3.3967 -1.3429 -1.9871
35 O -1.3310 3.6956 1.6486
36 H -1.7933 2.8593 1.4301
37 H -1.8558 3.7752 2.4720

The frontier orbital gap is 9.29 eV. The HOMO energy is -9.4 eV. The LUMO energy comes out at -0.06 eV. The energy relative to the best compared isomer or geometry (same formula, charge and spin) comes out at 3.457 eV.

=====

[2]
Formula: C4H4N2
Source: the OMol25 dataset
Level of theory: ωB97M-V/def2-TZVPD

Element x y z (Å)
1 C -1.3036 0.0581 -0.0514
2 C -0.4764 -1.1859 0.1666
3 C 0.8130 -0.7952 0.1711
4 N 0.7839 0.7589 0.3843
5 C -0.4578 1.1248 -0.0870
6 N 1.8226 -0.0170 -0.3495
7 H -2.3732 0.2123 -0.2661
8 H -1.0385 -2.1493 0.1935
9 H -0.5146 2.1194 -0.2117
10 H 2.7447 -0.1260 0.0501

The frontier orbital gap is 8.72 eV. The HOMO energy is -8.2 eV. The LUMO energy comes out at 0.54 eV. The energy relative to the best compared isomer or geometry (same formula, charge and spin) comes out at 5.689 eV.

=====

[3]
Formula: C4H11NS2
Source: the OMol25 dataset
Level of theory: ωB97M-V/def2-TZVPD

Element x y z (Å)
1 C -2.8088 2.2222 0.0535
2 S -2.7297 0.4733 -0.3555
3 S -1.5637 -0.2659 1.1629
4 C 0.1338 0.0293 0.5949
5 C 0.8223 -1.1078 -0.1739
6 C 2.1127 -1.5837 0.5158
7 N 1.0446 -0.6618 -1.5529
8 H -3.4085 2.6807 -0.7312
9 H -1.8235 2.6688 -0.0322
10 H -3.2316 2.4241 1.0335
11 H 0.6993 0.2980 1.4953
12 H 0.0773 0.9175 -0.0411
13 H 0.1241 -1.9498 -0.2278
14 H 2.7516 -0.7120 0.7247
15 H 1.9824 -2.1991 1.3995
16 H 2.6706 -2.1647 -0.2204
17 H 1.5269 0.2317 -1.5559
18 H 1.6204 -1.3008 -2.0890

The frontier orbital gap is 9.58 eV. The HOMO energy is -8.7 eV. The LUMO energy comes out at 0.89 eV. The energy relative to the best compared isomer or geometry (same formula, charge and spin) comes out at 0.250 eV.